(1)
{"formula": "BCuH14O5", "method": "ωB97M-V/def2-TZVPD", "symbols": ["Cu", "B", "H", "H", "H", "H", "O", "H", "H", "O", "H", "H", "O", "H", "H", "O", "H", "H", "O", "H", "H"], "positions_angstrom": [[23.04, 8.62, 22.53], [23.30, 6.52, 21.84], [24.42, 6.90, 22.11], [23.40, 5.44, 21.32], [22.67, 6.37, 22.86], [22.71, 7.26, 21.06], [21.12, 8.12, 23.38], [20.62, 7.37, 23.05], [20.65, 8.47, 24.14], [24.91, 9.29, 21.78], [25.42, 9.99, 22.18], [25.43, 8.96, 21.04], [22.21, 9.55, 20.71], [22.15, 10.51, 20.60], [21.83, 9.18, 19.91], [23.88, 8.07, 24.54], [23.61, 7.15, 24.60], [24.54, 8.21, 25.21], [22.73, 10.61, 23.39], [22.24, 11.25, 22.86], [22.48, 10.79, 24.30]], "largest_force_ha_per_bohr": 0.0153, "spin_multiplicity": 2, "charge": 1, "homo_energy_ev": [-13.56, -13.54], "gap_ev": [9.96, 7.73]}

***

(2)
{"formula": "BF4H16O8", "method": "ωB97M-V/def2-TZVPD", "symbols": ["B", "F", "F", "F", "F", "O", "H", "H", "O", "H", "H", "O", "H", "H", "O", "H", "H", "O", "H", "H", "O", "H", "H", "O", "H", "H", "O", "H", "H"], "positions_angstrom": [[0.15, 0.39, -0.25], [1.20, 0.34, -1.18], [0.66, 0.56, 1.07], [-0.66, 1.52, -0.46], [-0.65, -0.76, -0.31], [1.03, -0.47, -3.74], [1.60, 0.23, -4.07], [1.07, -0.39, -2.77], [1.58, 3.14, 2.99], [0.96, 2.74, 3.60], [1.54, 2.58, 2.20], [1.57, -1.02, 3.06], [1.15, -1.87, 2.95], [1.18, -0.45, 2.36], [1.27, -2.85, 0.21], [1.25, -1.89, 0.09], [0.58, -3.02, 0.86], [2.34, 2.96, -1.34], [1.57, 3.39, -1.74], [2.11, 2.02, -1.33], [-1.89, -0.48, 2.42], [-2.56, 0.08, 2.00], [-1.06, -0.20, 2.02], [-3.07, 1.19, -1.69], [-3.48, 0.36, -1.93], [-2.24, 0.94, -1.25], [-2.24, -3.28, -1.02], [-3.10, -3.31, -1.44], [-1.85, -2.44, -1.32]], "largest_force_ha_per_bohr": 0.0249, "spin_multiplicity": 1, "charge": -1, "homo_energy_ev": -8.18, "gap_ev": 10.93}

***

(3)
{"formula": "BF4H20O10", "method": "ωB97M-V/def2-TZVPD", "symbols": ["B", "F", "F", "F", "F", "O", "H", "H", "O", "H", "H", "O", "H", "H", "O", "H", "H", "O", "H", "H", "O", "H", "H", "O", "H", "H", "O", "H", "H", "O", "H", "H", "O", "H", "H"], "positions_angstrom": [[-1.11, 19.48, -0.04], [-0.73, 20.22, 1.09], [-2.44, 19.69, -0.44], [-0.26, 19.87, -1.09], [-0.93, 18.12, 0.27], [-3.63, 20.39, 3.19], [-4.51, 20.41, 2.81], [-3.02, 20.45, 2.44], [-4.51, 17.95, 0.42], [-3.67, 18.43, 0.29], [-4.24, 17.05, 0.60], [-2.88, 21.14, -2.55], [-3.44, 21.50, -1.86], [-2.30, 20.52, -2.09], [1.21, 15.78, 0.04], [1.03, 16.54, -0.52], [2.15, 15.82, 0.22], [-1.40, 21.91, 4.70], [-2.32, 21.84, 4.42], [-0.91, 21.96, 3.87], [-1.50, 17.59, -2.54], [-0.85, 16.89, -2.60], [-1.21, 18.13, -1.79], [-1.93, 16.74, 2.39], [-1.50, 17.30, 1.70], [-2.00, 15.88, 1.96], [-4.97, 18.22, -2.35], [-4.73, 17.95, -1.44], [-4.49, 19.04, -2.50], [1.04, 18.64, 2.74], [0.38, 17.95, 2.84], [0.69, 19.24, 2.06], [-2.29, 18.51, 4.64], [-2.63, 19.20, 4.03], [-2.32, 17.67, 4.14]], "largest_force_ha_per_bohr": 0.0300, "spin_multiplicity": 1, "charge": -1, "homo_energy_ev": -7.53, "gap_ev": 10.10}

***

Energy above the lowest of the compared OMol25 structures with the same formula, charge and spin (computed, kJ/mol): 0.00 41.26 57.44